Record 1
109
Properties=species:S:1:pos:R:3:forces:R:3 method="wB97M-V/def2-TZVPD" e_above_lowest_ev=0.0000 mol_weight_g_mol=838.97 energy_ha=-5774.114729 charge=+3
Al -0.3112 0.3387 0.0039 -0.595 0.341 0.113
N -1.8519 1.3458 1.1125 -0.055 0.197 0.018
C -3.1658 0.7071 1.2438 -0.144 -0.193 -0.043
C -4.2578 1.4422 1.6786 0.089 0.101 -0.031
C -5.4795 0.8131 1.8526 0.047 0.020 -0.019
C -5.6122 -0.5438 1.5815 -0.055 -0.021 0.010
C -4.5280 -1.2692 1.1218 -0.038 0.015 -0.027
C -3.2908 -0.6496 0.9569 0.280 0.159 -0.103
P -1.8001 -1.5187 0.4112 -0.451 -0.346 0.184
C -1.3782 -2.6781 1.7325 0.284 0.172 -0.097
C -2.1685 -3.7919 2.0173 0.005 0.064 -0.018
C -1.8304 -4.6180 3.0758 -0.043 -0.041 0.002
C -0.7111 -4.3421 3.8519 0.014 0.004 -0.005
C 0.0739 -3.2327 3.5757 0.054 0.023 0.042
C -0.2577 -2.4033 2.5160 -0.070 0.020 -0.113
C -2.2769 -2.4625 -1.0530 0.073 0.136 -0.028
C -3.0818 -1.8321 -2.0044 0.004 -0.041 0.067
C -3.4790 -2.5253 -3.1350 -0.041 0.052 -0.046
C -3.0699 -3.8387 -3.3266 0.018 -0.013 -0.011
C -2.2434 -4.4546 -2.3979 0.026 0.005 -0.012
C -1.8369 -3.7674 -1.2638 0.034 0.057 0.043
H -1.9890 2.2762 0.7154 -0.013 0.016 -0.012
H -1.5083 1.5291 2.0539 0.101 -0.071 0.030
H -4.1546 2.5024 1.8805 -0.017 -0.019 0.035
H -6.3280 1.3862 2.2002 -0.013 -0.020 -0.002
H -6.5667 -1.0307 1.7285 0.005 -0.005 -0.036
H -4.6456 -2.3173 0.8794 0.001 -0.014 0.010
H -3.0415 -4.0163 1.4191 -0.010 -0.032 -0.024
H -2.4446 -5.4803 3.2984 0.008 0.003 0.001
H -0.4519 -4.9951 4.6745 -0.018 0.008 0.007
H 0.9394 -3.0136 4.1872 -0.003 -0.010 -0.005
H 0.3521 -1.5340 2.2892 0.070 -0.044 0.054
H -3.4162 -0.8127 -1.8461 -0.040 -0.020 -0.028
H -4.1224 -2.0477 -3.8619 0.006 -0.001 0.007
H -3.4024 -4.3829 -4.2006 0.009 -0.004 0.002
H -1.9241 -5.4777 -2.5471 -0.018 -0.001 -0.008
H -1.1941 -4.2511 -0.5403 -0.017 -0.036 0.042
N 0.8063 1.2069 -3.5212 -0.002 0.065 -0.244
C -0.1670 2.0118 -3.1359 0.241 -0.405 0.044
S -1.0452 1.7866 -1.6477 -0.244 0.077 0.281
N -0.5606 3.0337 -3.8656 -0.181 0.224 0.063
C -0.0776 3.4681 -5.1434 0.060 -0.050 -0.287
C -1.0250 3.8640 -6.0797 -0.055 -0.083 0.066
C -0.6102 4.3323 -7.3141 0.070 0.021 -0.009
C 0.7447 4.4072 -7.6096 -0.006 0.000 -0.030
C 1.6841 4.0164 -6.6681 -0.007 0.001 -0.035
C 1.2795 3.5477 -5.4262 0.045 0.025 0.131
H 1.0321 0.3860 -2.9799 -0.038 0.008 0.073
H 1.2058 1.3071 -4.4445 -0.014 0.057 0.007
H -1.3606 3.5410 -3.5131 0.028 0.020 0.079
H -2.0813 3.8054 -5.8441 0.016 -0.006 -0.001
H -1.3437 4.6419 -8.0456 -0.009 0.005 0.014
H 1.0677 4.7834 -8.5705 -0.001 -0.013 0.000
H 2.7392 4.0975 -6.8906 0.001 -0.006 0.009
H 2.0228 3.3057 -4.6758 -0.018 0.035 0.007
C 3.7728 -4.7731 0.7208 0.084 0.056 -0.074
C 4.7340 -3.7902 0.0331 -0.304 0.095 -0.185
C 4.7512 -2.4865 0.8583 0.026 -0.009 -0.158
C 6.1451 -4.4095 0.0000 0.001 0.022 -0.236
Si 4.2104 -3.4435 -1.7690 0.171 -0.208 -0.090
Br 1.3578 -0.9359 -1.0091 0.561 -0.442 -0.159
C 2.9592 -4.5943 -2.6357 -0.032 0.425 0.089
C 1.7128 -4.8724 -1.7709 0.135 0.000 0.008
C 3.7006 -5.9184 -2.9102 0.231 0.114 0.106
C 2.4812 -3.9831 -3.9638 0.093 -0.083 0.107
C 5.1656 -2.1464 -2.7981 -0.232 0.008 0.367
C 6.0857 -1.2880 -1.9151 -0.054 -0.067 -0.086
C 6.0162 -2.9479 -3.8038 -0.107 -0.249 0.089
C 4.2307 -1.1859 -3.5580 -0.036 -0.178 0.010
H 4.1236 -4.9362 1.7420 0.023 -0.004 0.014
H 3.7535 -5.7455 0.2282 -0.040 0.016 0.021
H 2.7586 -4.3750 0.7739 -0.001 -0.045 0.053
H 4.9035 -2.7520 1.9066 -0.017 -0.019 0.022
H 3.8026 -1.9473 0.7770 0.024 0.031 0.073
H 5.5642 -1.8255 0.5651 -0.062 -0.004 0.039
H 6.4716 -4.5762 1.0289 0.001 -0.012 0.013
H 6.8802 -3.7609 -0.4792 0.013 -0.061 0.050
H 6.1541 -5.3758 -0.5090 0.032 -0.013 0.023
H 1.9323 -5.5211 -0.9271 -0.039 0.043 -0.002
H 0.9838 -5.3920 -2.3967 -0.020 0.023 -0.035
H 1.2486 -3.9515 -1.4086 -0.042 -0.054 -0.006
H 4.0659 -6.3855 -1.9929 -0.015 -0.054 -0.037
H 4.5446 -5.7900 -3.5919 -0.013 -0.028 -0.006
H 2.9999 -6.6116 -3.3806 -0.008 -0.015 -0.001
H 1.9143 -3.0666 -3.7884 -0.017 -0.015 -0.092
H 1.8185 -4.6978 -4.4557 -0.017 -0.026 0.008
H 3.3045 -3.7814 -4.6491 -0.090 0.024 -0.014
H 6.8012 -1.8795 -1.3440 -0.021 0.070 -0.017
H 5.5026 -0.6677 -1.2334 0.078 0.028 0.000
H 6.6585 -0.6204 -2.5620 0.014 -0.002 -0.021
H 6.7408 -3.5971 -3.3063 0.035 0.002 -0.029
H 6.5751 -2.2435 -4.4233 0.020 0.019 0.010
H 5.4055 -3.5605 -4.4694 0.076 0.017 -0.025
H 3.6360 -0.5914 -2.8625 -0.002 0.065 -0.038
H 3.5634 -1.7001 -4.2471 0.053 0.084 0.021
H 4.8550 -0.5079 -4.1440 0.012 0.037 0.015
N 0.8644 1.0985 1.3382 0.169 -0.089 -0.024
C 1.6601 1.4649 2.0886 -0.359 -0.147 -0.318
C 2.6048 1.9141 3.0157 0.526 0.359 0.628
C 3.9151 1.4056 2.9997 -0.247 -0.071 -0.177
C 4.8247 1.8630 3.9278 0.087 0.011 0.031
C 4.4459 2.8179 4.8672 -0.077 -0.010 -0.049
C 3.1499 3.3240 4.8839 0.040 0.050 0.057
C 2.2239 2.8808 3.9648 -0.106 -0.144 -0.207
H 4.1914 0.6639 2.2614 0.042 0.010 0.016
H 5.8358 1.4804 3.9205 -0.004 0.005 0.017
H 5.1661 3.1730 5.5920 0.009 -0.006 -0.005
H 2.8636 4.0690 5.6132 0.021 -0.010 0.009
H 1.2139 3.2691 3.9649 0.013 0.019 0.026



Record 2
114
Properties=species:S:1:pos:R:3:forces:R:3 method="wB97M-V/def2-TZVPD" e_above_lowest_ev=0.7927 mol_weight_g_mol=1160.19 energy_ha=-4235.067589 charge=+2
Pb 0.5445 -0.1259 -0.7057 -0.049 0.092 0.083
C -7.2284 -0.9432 2.3644 0.022 0.046 -0.050
C -6.0858 -0.2989 1.6309 -0.039 -0.053 0.037
C -5.7938 1.0536 1.8305 -0.019 0.024 0.016
C -4.7575 1.6629 1.1520 -0.016 -0.044 -0.044
C -3.9829 0.9021 0.2793 -0.132 -0.030 0.051
C -4.2607 -0.4387 0.0447 -0.039 0.086 0.048
C -5.3177 -1.0262 0.7202 -0.023 -0.016 0.010
S -2.6547 1.6858 -0.5289 0.051 0.266 -0.123
O -3.0719 2.9517 -1.0375 0.107 -0.055 0.049
O -1.5886 1.8636 0.6596 0.069 0.088 0.026
N -1.8665 0.6942 -1.4048 -0.037 -0.248 -0.354
C -2.3365 0.3692 -2.7133 0.021 -0.078 0.230
C -3.5239 0.7950 -3.2564 -0.058 0.105 0.055
C -3.8989 0.4605 -4.5730 -0.004 -0.033 0.033
C -3.0856 -0.3062 -5.3500 0.030 0.027 -0.018
C -1.8651 -0.7826 -4.8194 0.013 -0.043 -0.087
C -0.9797 -1.5674 -5.5940 -0.088 0.032 -0.014
C 0.1827 -2.0228 -5.0481 0.047 -0.026 -0.002
C 0.4594 -1.6946 -3.7144 0.050 0.005 0.082
N -0.3218 -0.9514 -2.9582 -0.240 0.047 0.005
C -1.4921 -0.4694 -3.4938 0.186 -0.045 0.013
H -7.2789 -0.5937 3.3954 0.014 -0.007 -0.017
H -7.1446 -2.0286 2.3637 0.005 0.016 0.000
H -8.1755 -0.6811 1.8872 0.020 -0.001 0.000
H -6.3913 1.6374 2.5216 0.017 -0.024 -0.003
H -4.5577 2.7193 1.2792 -0.001 -0.019 0.004
H -3.6724 -1.0013 -0.6695 -0.002 -0.001 0.020
H -5.5605 -2.0658 0.5343 0.018 0.017 0.011
H -4.1874 1.4316 -2.6847 0.017 -0.013 -0.032
H -4.8392 0.8302 -4.9592 0.021 0.006 0.012
H -3.3484 -0.5514 -6.3711 -0.004 -0.007 0.032
H -1.2415 -1.7898 -6.6217 0.004 -0.020 0.031
H 0.8855 -2.6217 -5.6105 -0.024 0.005 0.015
H 1.3642 -2.0638 -3.2500 0.004 0.023 -0.021
O -0.4834 -2.2978 0.0131 -0.155 0.257 0.046
C -0.4671 -2.8201 1.3723 0.062 -0.069 -0.046
C -1.6141 -2.3167 2.2211 0.019 0.106 -0.059
C -1.7019 -0.7910 2.2452 0.123 -0.044 0.127
C -0.4743 -0.1081 2.7812 0.007 -0.024 -0.046
C -0.3220 0.1655 4.1349 0.006 -0.026 0.022
C 0.8033 0.8437 4.5741 0.010 0.006 0.001
C 1.7512 1.2481 3.6448 0.021 0.014 0.077
C 1.5367 0.9278 2.3207 -0.064 0.020 -0.116
N 0.4649 0.2540 1.8950 -0.035 -0.107 0.025
H -1.3483 -2.4679 -0.3836 0.021 -0.056 -0.040
H 0.4933 -2.5062 1.7778 0.017 0.008 -0.025
H -0.4803 -3.9085 1.3184 0.022 -0.020 -0.046
H -1.4784 -2.7159 3.2294 -0.031 -0.031 -0.017
H -2.5610 -2.7132 1.8413 0.004 -0.034 0.050
H -2.5688 -0.4785 2.8307 -0.028 -0.012 -0.045
H -1.8582 -0.4461 1.2272 -0.051 0.053 0.014
H -1.0937 -0.1393 4.8313 0.018 0.017 -0.016
H 0.9322 1.0700 5.6249 -0.006 -0.010 -0.017
H 2.6369 1.7948 3.9388 -0.029 0.001 -0.007
H 2.2453 1.2375 1.5554 -0.006 -0.037 0.019
C 4.7415 -0.7780 2.2380 0.043 -0.085 0.125
C 4.1678 -2.1521 1.8962 -0.109 0.037 -0.121
C 5.3017 -3.1740 1.9286 0.002 0.032 0.089
C 3.0807 -2.5119 2.9133 0.079 -0.036 0.067
Sb 3.1778 -2.0646 -0.0724 0.248 -0.002 -0.019
C 3.1316 -4.1600 -0.7610 0.073 0.182 0.022
C 4.5050 -4.6603 -1.2021 -0.095 -0.132 0.016
C 2.1643 -4.2373 -1.9415 0.017 -0.048 -0.008
C 2.5762 -5.0098 0.3807 -0.020 -0.072 -0.101
C 4.6055 -0.9855 -1.3501 -0.068 -0.097 0.087
C 4.1629 -1.1863 -2.7994 0.066 0.003 0.002
C 6.0551 -1.4366 -1.1739 0.003 0.059 -0.069
C 4.4702 0.4990 -0.9997 0.072 0.000 -0.103
H 5.1117 -0.8032 3.2695 -0.025 0.008 -0.024
H 3.9968 0.0147 2.1791 0.006 0.003 -0.009
H 5.5865 -0.5136 1.6053 0.007 0.000 0.000
H 5.7784 -3.1221 2.9140 0.004 -0.012 -0.029
H 6.0696 -2.9618 1.1849 -0.009 -0.014 0.004
H 4.9616 -4.1982 1.7950 -0.006 -0.002 -0.012
H 3.5494 -2.7441 3.8756 -0.022 0.058 -0.001
H 2.5007 -3.3889 2.6207 0.040 -0.016 0.034
H 2.3921 -1.6771 3.0738 -0.013 -0.019 -0.032
H 4.9125 -4.0649 -2.0188 -0.007 -0.026 -0.013
H 4.4037 -5.6872 -1.5728 0.011 0.029 0.034
H 5.2299 -4.6764 -0.3896 -0.001 0.016 -0.010
H 2.5854 -3.7716 -2.8351 -0.040 0.008 0.021
H 1.1967 -3.7798 -1.7168 0.013 -0.030 0.012
H 1.9835 -5.2900 -2.1856 0.015 0.033 -0.012
H 3.2368 -5.0511 1.2432 0.001 0.002 0.014
H 2.4456 -6.0368 0.0232 -0.002 0.017 0.016
H 1.5974 -4.6535 0.7115 0.013 -0.020 -0.013
H 4.1777 -2.2348 -3.1028 0.004 0.037 -0.009
H 4.8452 -0.6458 -3.4643 -0.030 -0.005 0.012
H 3.1613 -0.7809 -2.9768 -0.001 -0.032 0.006
H 6.1755 -2.5147 -1.2556 0.010 -0.009 -0.030
H 6.4698 -1.1223 -0.2170 -0.012 -0.009 0.008
H 6.6700 -0.9822 -1.9583 -0.004 0.031 0.043
H 3.4448 0.8610 -1.1336 -0.011 0.009 -0.020
H 5.1016 1.0924 -1.6701 -0.010 -0.018 0.021
H 4.7792 0.7202 0.0204 -0.003 0.011 -0.001
S -4.9663 3.4713 5.2859 -0.053 -0.007 0.022
C -3.9443 3.7864 4.0626 -0.057 0.192 -0.240
S -2.4792 2.8949 3.7430 0.098 -0.038 0.021
C -2.2596 3.7863 2.2691 0.033 -0.135 0.116
N -3.1459 4.6960 2.0544 -0.128 -0.022 0.128
N -4.0461 4.7407 3.0524 -0.008 0.066 0.003
C -5.1347 5.6799 2.9116 0.093 -0.128 0.000
C -5.7613 5.7744 1.6793 -0.021 -0.053 -0.019
C -6.8131 6.6637 1.5280 -0.005 -0.015 -0.006
C -7.2285 7.4384 2.6027 0.018 -0.008 -0.012
C -6.5758 7.3425 3.8236 -0.021 -0.003 0.000
C -5.5179 6.4612 3.9859 0.028 0.073 0.067
S -1.0254 3.4172 1.1121 -0.067 0.040 -0.078
H -5.4193 5.1678 0.8498 -0.020 0.029 0.003
H -7.3092 6.7468 0.5701 0.002 0.006 0.022
H -8.0590 8.1215 2.4857 0.020 0.010 0.002
H -6.8879 7.9564 4.6576 0.002 0.001 -0.013
H -4.9987 6.3935 4.9314 -0.021 -0.034 -0.015